1.
The following is a quantum chemistry calculation of C42H31BrN8O4SSn as an isolated structure, from OMol25.

Each line ends with the Löwdin charge.
CARTESIAN COORDINATES (ANGSTROEM)
1 Sn 0.15798 -0.09317 -0.23556  1.650
2 Br -1.55833 -5.65097 4.60611  0.814
3 C -1.14977 -4.67084 3.05041  -0.684
4 C -0.61947 -5.32106 1.94577  -0.094
5 C -0.30379 -4.59727 0.80957  0.001
6 C -0.51125 -3.22119 0.77398  -0.262
7 C -1.00854 -2.58054 1.90510  -0.056
8 C -1.34364 -3.29845 3.03708  -0.099
9 N -0.24679 -2.42418 -0.37973  0.056
10 C -0.19591 -2.92461 -1.54530  -0.055
11 C -0.01106 -2.09171 -2.72486  -0.288
12 C -0.07919 -2.63090 -3.99286  0.036
13 C 0.03867 -1.78359 -5.08803  0.015
14 C 0.27267 -0.43707 -4.86986  0.008
15 C 0.33818 0.02150 -3.56460  -0.081
16 N 0.18073 -0.79108 -2.52307  -0.009
17 H -0.44366 -6.38732 1.98290  0.116
18 H 0.13993 -5.11593 -0.03149  0.122
19 H -1.13280 -1.50781 1.88743  0.069
20 H -1.74320 -2.79776 3.90918  0.114
21 H -0.32623 -3.98826 -1.71738  0.149
22 H -0.23626 -3.69309 -4.12827  0.138
23 H -0.04677 -2.16981 -6.09491  0.132
24 H 0.38661 0.25598 -5.69125  0.130
25 H 0.51901 1.06631 -3.34499  0.134
26 C -4.34364 -6.26052 0.03189  -0.027
27 C -4.06211 -4.83021 -0.32950  -0.247
28 C -3.72443 -4.47219 -1.63505  -0.015
29 C -3.44591 -3.15480 -1.96695  -0.058
30 C -3.54098 -2.18187 -0.98220  -0.288
31 C -3.88871 -2.50847 0.32239  -0.051
32 C -4.14578 -3.82945 0.64034  -0.016
33 S -3.22706 -0.49999 -1.43382  0.644
34 O -4.41644 0.27858 -1.32933  -0.227
35 O -2.48762 -0.49595 -2.65684  -0.272
36 N -2.14290 -0.05217 -0.23317  -0.155
37 C -2.36593 0.66082 0.89520  -0.437
38 C -3.60508 1.06175 1.43039  0.022
39 C -3.62892 1.62486 2.69090  -0.007
40 C -2.44920 1.80167 3.40789  -0.018
41 C -1.26745 1.44243 2.78672  -0.100
42 N -1.23347 0.89511 1.57598  0.029
43 H -3.82263 -6.95049 -0.62989  0.085
44 H -5.41290 -6.46284 -0.06507  0.100
45 H -4.06610 -6.46563 1.06497  0.082
46 H -3.69941 -5.23340 -2.40639  0.125
47 H -3.18211 -2.86652 -2.97715  0.116
48 H -3.95799 -1.73424 1.07778  0.113
49 H -4.42385 -4.09397 1.65356  0.129
50 H -4.49616 0.86974 0.85508  0.110
51 H -4.57665 1.92670 3.11838  0.132
52 H -2.43768 2.27105 4.37998  0.122
53 H -0.31599 1.66493 3.24548  0.092
54 O 2.63464 -2.59293 -1.82480  0.126
55 C 3.00838 -1.55852 -1.32795  -0.387
56 N 2.23176 -0.58171 -0.70693  0.003
57 C 2.97804 0.42687 -0.17221  -0.465
58 O 2.45465 1.36566 0.41392  0.062
59 C 4.40553 0.12661 -0.46081  -0.083
60 C 5.57632 0.78089 -0.14527  0.022
61 C 6.76929 0.21292 -0.59013  -0.032
62 C 6.78013 -0.95253 -1.34714  -0.025
63 C 5.59217 -1.61406 -1.66809  0.025
64 C 4.42316 -1.06431 -1.20005  -0.080
65 H 5.56949 1.70548 0.41788  0.131
66 H 7.70821 0.69016 -0.34191  0.120
67 H 7.72141 -1.35699 -1.69429  0.121
68 H 5.59199 -2.52322 -2.25488  0.132
69 N 5.07794 1.89845 9.68234  0.191
70 C 4.71995 1.55847 8.64415  -0.163
71 C 4.26063 1.09648 7.36133  -0.210
72 C 4.51337 -0.21906 6.98080  0.006
73 C 4.00177 -0.70399 5.79086  0.006
74 C 3.25610 0.12694 4.96823  -0.169
75 C 3.04427 1.45127 5.32400  -0.001
76 C 3.53996 1.93683 6.51951  0.000
77 N 2.69478 -0.38695 3.75674  0.022
78 C 3.10995 -1.51474 3.07593  0.002
79 C 2.26972 -1.65890 2.02269  -0.114
80 N 1.33984 -0.64039 2.04213  0.004
81 C 1.63119 0.10145 3.08923  -0.121
82 H 5.09689 -0.86204 7.62450  0.134
83 H 4.17679 -1.73810 5.52767  0.115
84 H 2.50606 2.11810 4.66252  0.115
85 H 3.36900 2.96638 6.80127  0.132
86 H 3.96411 -2.09618 3.37279  0.132
87 H 2.27209 -2.42235 1.26163  0.115
88 H 1.08970 0.97495 3.39596  0.097

**Charge**: +2
**Orbital gap**: 5.20 eV
**HOMO**: -13.7 eV
**2S+1**: 1
**Relative energy (zero: lowest compared OMol25 entry of this formula, charge and spin)**: 67.7 kcal/mol

=====

2.
The following is a quantum chemistry calculation of a 2-piece molecular cluster, C2H3ClF2S overall, from OMol25.

Each line ends with the natural charge from an NBO analysis.
CARTESIAN COORDINATES (ANGSTROEM)
1 C 0.33470 -0.37133 0.65945  -0.668
2 C -0.58953 -0.39975 -0.40173  0.726
3 F -1.18823 1.40611 -0.20558  -0.573
4 F -0.15738 -0.24112 -1.61354  -0.269
5 S 1.64807 0.91923 0.41890  -0.013
6 Cl -2.20181 -1.22325 -0.28436  0.058
7 H -0.08929 -0.05176 1.57642  0.290
8 H 0.92774 -1.36756 0.75252  0.275
9 H 1.31574 1.32943 -0.90207  0.174

**Orbital gap**: 9.18 eV
**HOMO**: -9.6 eV
**2S+1**: 1
**Relative energy (zero: lowest compared OMol25 entry of this formula, charge and spin)**: 55.1 kcal/mol

=====

3.
The following is a quantum chemistry calculation of a 9-piece molecular cluster, C52H59NO17 overall, from OMol25.

Each line ends with the Löwdin charge.
CARTESIAN COORDINATES (ANGSTROEM)
1 C 1.15864 0.37300 5.33217  -0.082
2 O 2.51405 -0.10991 5.48875  -0.189
3 C 3.59847 0.86571 5.37611  -0.139
4 C 3.83089 1.40227 3.90862  -0.397
5 C 4.24484 0.28068 2.95109  -0.046
6 N 5.02966 2.27057 3.83637  0.047
7 H 0.87450 1.11563 6.07774  0.071
8 H 0.42368 -0.41352 5.16099  0.085
9 H 1.13025 0.94176 4.40275  0.062
10 H 3.51821 1.64722 6.13169  0.083
11 H 4.46930 0.28470 5.67972  0.120
12 H 3.02745 2.08395 3.62952  0.106
13 H 4.53344 0.76696 2.01925  0.068
14 H 3.36856 -0.36715 2.97443  0.077
15 H 5.11483 -0.12238 3.46952  0.086
16 H 4.77925 3.14951 4.26632  0.027
17 H 5.44451 2.46884 2.93710  0.032
18 O -0.49286 4.66848 3.44442  0.039
19 C 0.66586 4.61645 4.11670  -0.366
20 C 1.79085 5.26359 3.59530  -0.004
21 C 3.04168 5.17853 4.22350  0.007
22 C 3.09859 4.47593 5.43041  -0.345
23 O 4.35738 4.24940 5.91164  0.021
24 C 2.02511 3.81932 5.96374  -0.038
25 C 0.76566 3.97307 5.36054  -0.004
26 H -1.17452 4.85112 4.09524  0.111
27 H 1.71400 5.91238 2.73532  0.119
28 H 3.83216 5.72756 3.73351  0.125
29 H 4.39386 3.55230 6.57067  0.100
30 H 2.12177 3.33117 6.92226  0.122
31 H -0.10711 3.57456 5.85637  0.112
32 O 3.43507 -3.89403 0.01684  0.021
33 C 3.40765 -3.19626 -1.17752  -0.331
34 C 3.14458 -3.84888 -2.37374  -0.035
35 C 3.28282 -3.16682 -3.58278  -0.023
36 C 3.44253 -1.78133 -3.50786  -0.290
37 O 3.47951 -0.97446 -4.61614  0.026
38 C 3.74184 -1.11576 -2.27940  0.008
39 C 3.88551 -1.86050 -1.12558  -0.006
40 H 3.85070 -4.74323 -0.14961  0.096
41 H 3.05764 -4.92401 -2.42795  0.116
42 H 3.08548 -3.70559 -4.49776  0.112
43 H 3.36336 -1.33143 -5.49971  0.103
44 H 4.11064 -0.10071 -2.27211  0.096
45 H 4.21799 -1.34126 -0.23887  0.114
46 O -6.93991 -0.25780 -5.17699  0.037
47 C -5.60839 0.00144 -4.87491  -0.247
48 C -5.18464 0.21097 -3.50527  0.003
49 C -3.85555 0.33378 -3.23484  -0.023
50 C -2.95476 0.47483 -4.27038  -0.352
51 O -1.65082 0.66187 -4.03282  0.021
52 C -3.38737 0.40922 -5.61302  -0.031
53 C -4.67278 0.12364 -5.91005  -0.025
54 H -7.47440 -0.28915 -4.38016  0.096
55 H -5.78022 0.07531 -2.61461  0.099
56 H -3.54266 0.42962 -2.20561  0.116
57 H -1.40886 1.52217 -4.38344  0.130
58 H -2.70586 0.64884 -6.41584  0.118
59 H -5.02083 0.08889 -6.93184  0.122
60 O -3.44589 -4.03203 -1.13177  0.075
61 C -4.70351 -3.59633 -1.11359  -0.355
62 C -4.99778 -2.33446 -0.69938  -0.028
63 C -6.27052 -1.81689 -0.58675  -0.025
64 C -7.27699 -2.51032 -1.20914  -0.401
65 O -8.46775 -1.96428 -1.38781  0.062
66 C -7.05933 -3.79342 -1.64473  -0.014
67 C -5.75372 -4.31190 -1.62652  0.005
68 H -2.84117 -3.30945 -0.94797  0.053
69 H -4.33334 -1.66907 -0.16819  0.102
70 H -6.50533 -0.83774 -0.19621  0.114
71 H -9.08644 -2.64247 -1.66867  0.103
72 H -7.91332 -4.27340 -2.09939  0.112
73 H -5.66403 -5.32385 -1.99300  0.116
74 O -0.71304 -1.93234 -3.31997  0.049
75 C -0.60131 -2.70823 -4.39821  -0.327
76 C -0.19993 -3.99088 -4.17248  -0.021
77 C -0.29363 -4.91757 -5.21185  0.004
78 C -0.56987 -4.53030 -6.54921  -0.322
79 O -0.49592 -5.41720 -7.57858  0.026
80 C -0.81639 -3.16284 -6.81589  -0.006
81 C -0.90270 -2.28500 -5.71388  0.007
82 H -0.92714 -1.00990 -3.47762  0.082
83 H 0.03320 -4.32586 -3.17256  0.123
84 H -0.12803 -5.95581 -4.96483  0.112
85 H -0.03789 -5.09798 -8.35954  0.103
86 H -0.94815 -2.88338 -7.85076  0.108
87 H -1.07262 -1.23781 -5.91619  0.091
88 O 6.28878 3.87401 1.50128  0.009
89 C 5.65908 3.37164 0.35886  -0.303
90 C 4.23503 3.34511 0.38498  -0.001
91 C 3.46877 2.90170 -0.65393  -0.031
92 C 4.05953 2.59973 -1.80724  -0.382
93 O 3.22404 2.26176 -2.80574  0.062
94 C 5.45888 2.61401 -1.87766  -0.006
95 C 6.30251 3.02005 -0.79867  -0.011
96 H 7.13817 3.43654 1.59484  0.103
97 H 3.66898 3.57669 1.27513  0.106
98 H 2.43283 2.76467 -0.38106  0.117
99 H 3.75130 2.36998 -3.60066  0.108
100 H 5.94066 2.29716 -2.79084  0.108
101 H 7.35317 2.79948 -0.91641  0.112
102 O -2.13828 -0.08696 6.11443  0.072
103 C -2.75319 0.10151 4.97022  -0.373
104 C -3.53122 -0.91299 4.47409  -0.009
105 C -4.26617 -0.69537 3.31740  0.000
106 C -4.19668 0.49747 2.65117  -0.386
107 O -4.94535 0.73784 1.59626  0.071
108 C -3.26215 1.39192 3.10812  -0.071
109 C -2.49592 1.21634 4.19581  -0.011
110 H -2.46594 -0.88920 6.52754  0.114
111 H -3.47387 -1.92072 4.85825  0.122
112 H -4.69174 -1.57633 2.86002  0.122
113 H -4.62908 1.51331 1.12698  0.114
114 H -3.06894 2.27805 2.52174  0.113
115 H -1.75935 1.93514 4.52320  0.113
116 O 1.22961 1.98940 1.66472  0.009
117 C 0.51180 0.88276 1.22825  -0.276
118 C -0.89959 0.88141 1.15605  -0.002
119 C -1.45918 -0.17119 0.46550  -0.004
120 C -0.73564 -1.23899 -0.04990  -0.321
121 O -1.37262 -2.25275 -0.69865  0.015
122 C 0.62181 -1.24074 0.06808  0.022
123 C 1.24834 -0.19555 0.74567  0.011
124 H 0.80680 2.72662 2.11120  0.083
125 H -1.45766 1.75822 1.44957  0.092
126 H -2.53463 -0.17369 0.36653  0.095
127 H -1.11031 -2.13280 -1.61430  0.058
128 H 1.12329 -2.05564 -0.43278  0.113
129 H 2.30541 -0.01035 0.86692  0.094

**Orbital gap**: 7.88 eV
**HOMO**: -7.6 eV
**2S+1**: 1
**Relative energy (zero: lowest compared OMol25 entry of this formula, charge and spin)**: 46.6 kcal/mol

=====

4.
The following is a quantum chemistry calculation of C11H18Cl2CoN2S as an isolated structure, from OMol25.

Each line ends with the natural charge from an NBO analysis.
CARTESIAN COORDINATES (ANGSTROEM)
1 Co 0.15483 -0.27282 -0.47499  1.034
2 Cl -0.77726 -2.24237 -1.01035  -0.644
3 Cl 0.21696 2.21701 -0.25672  -0.201
4 C 1.89599 -0.35049 -1.08715  -0.637
5 H 2.53036 0.38289 -0.60716  0.203
6 H 2.32839 -1.35588 -1.19492  0.211
7 C -1.20507 1.04649 -0.77050  -0.405
8 C 1.00975 0.14553 -2.13814  -0.393
9 H -1.94523 1.28758 0.03437  0.180
10 C 0.69348 -0.76918 -3.30527  -0.445
11 H 1.19372 1.16985 -2.45048  0.201
12 C -0.60074 -0.28835 -3.98555  -0.382
13 H 1.53040 -0.72926 -4.04001  0.180
14 H 0.51878 -1.79533 -2.94001  0.239
15 C -1.81880 -0.10146 -3.04741  -0.437
16 H -0.39324 0.65638 -4.48233  0.173
17 H -0.86751 -1.01649 -4.75805  0.190
18 C -1.84255 1.14184 -2.15775  -0.482
19 H -2.74777 -0.13274 -3.64487  0.188
20 H -1.92766 -1.04396 -2.45508  0.260
21 H -1.40356 2.00309 -2.65836  0.208
22 H -2.88419 1.34089 -1.92164  0.201
23 C 0.81279 -1.90461 4.12644  -0.395
24 N 0.62661 -0.46191 3.90822  -0.390
25 C 0.74140 0.55659 4.83159  -0.105
26 C 0.39108 1.71003 4.20652  -0.115
27 N 0.06969 1.39979 2.90001  -0.606
28 C 0.18604 0.04802 2.73446  -0.003
29 S -0.33452 -0.98458 1.47727  -0.264
30 H -0.14732 -2.40710 4.32480  0.190
31 H 1.27139 -2.37914 3.24980  0.228
32 H 1.46155 -1.99251 4.99604  0.183
33 H 1.11018 0.34751 5.81552  0.200
34 H 0.34910 2.69760 4.61453  0.203
35 H -0.19710 2.07708 2.16718  0.429

**⟨S²⟩**: 6.034
**Charge**: -1
**Orbital gap (spin up / spin down)**: 3.12 / 7.27 eV
**HOMO (spin up / spin down)**: 0.2 / -4.1 eV
**2S+1**: 5

=====

5.
The following is a quantum chemistry calculation of C21H37N5O6SSr as an isolated structure, from OMol25.

Each line ends with the Löwdin charge.
CARTESIAN COORDINATES (ANGSTROEM)
1 Sr -0.75855 0.30014 -0.23147  1.584
2 C -2.61241 2.10111 -2.90265  -0.070
3 O -2.31293 2.04783 -1.49585  -0.288
4 C -2.01261 3.38933 -1.02540  -0.187
5 C -2.12383 3.52357 0.46092  -0.189
6 O -1.63881 2.34853 1.09094  -0.261
7 C -1.98720 2.13192 2.50276  -0.120
8 C -2.55994 0.73653 2.67815  -0.172
9 O -1.58866 -0.16068 2.11482  -0.349
10 C -1.62888 -1.43019 2.81671  -0.065
11 H -3.55690 2.53910 -3.04904  0.073
12 H -1.77781 2.60768 -3.42885  0.104
13 H -2.70823 1.07690 -3.34042  0.113
14 H -0.97630 3.70856 -1.29381  0.139
15 H -2.75676 4.07322 -1.48981  0.141
16 H -1.51948 4.39974 0.74538  0.144
17 H -3.17495 3.67954 0.73899  0.135
18 H -1.07081 2.26239 3.07440  0.119
19 H -2.73865 2.88390 2.83626  0.140
20 H -2.56337 0.55505 3.79908  0.149
21 H -3.50851 0.53490 2.21830  0.129
22 H -1.52085 -1.26634 3.88273  0.075
23 H -2.53262 -1.95609 2.58352  0.097
24 H -0.69900 -2.02549 2.54653  0.104
25 O -0.18864 -2.40482 0.29299  -0.149
26 C -0.82233 -2.61724 -0.80298  -0.627
27 O -0.95452 -1.70902 -1.71254  -0.273
28 C -1.36322 -3.92488 -1.25535  -0.207
29 C -2.08367 -3.95727 -2.45876  -0.098
30 C -2.55025 -5.14785 -3.01330  -0.125
31 C -2.33241 -6.38895 -2.28268  -0.124
32 C -1.72500 -6.34131 -1.06834  -0.194
33 C -1.12893 -5.11354 -0.54125  -0.778
34 S -0.09177 -5.46253 0.68409  0.500
35 H -2.17253 -3.04124 -3.04561  0.087
36 H -3.19352 -5.06338 -3.93563  0.084
37 H -2.66739 -7.36641 -2.64443  0.087
38 H -1.82621 -7.23310 -0.47715  0.070
39 C 3.59983 -0.16979 3.61698  -0.041
40 C 2.40806 0.83957 3.58031  -0.653
41 C 2.91039 2.22295 4.03646  -0.055
42 C 1.27849 0.44863 4.52229  -0.043
43 N 1.90315 1.02719 2.23369  -0.089
44 N 1.64961 -0.16557 1.46689  -0.007
45 H 3.90166 -0.22018 4.67899  0.083
46 H 4.43407 0.25759 3.01980  0.087
47 H 3.31553 -1.18591 3.28220  0.081
48 H 2.98976 2.18279 5.13896  0.096
49 H 2.24912 3.04964 3.83359  0.072
50 H 3.79008 2.47640 3.49635  0.066
51 H 1.68787 0.15844 5.50961  0.090
52 H 0.67455 -0.40631 4.12534  0.078
53 H 0.73769 1.40361 4.68678  0.081
54 H 2.40196 1.69763 1.62404  0.108
55 H 1.47178 -0.93100 2.12979  0.073
56 H 2.49162 -0.46917 0.97182  0.092
57 C 2.86477 1.20446 -5.22636  -0.020
58 N 2.04740 1.28473 -3.99760  -0.112
59 C 2.40122 2.23053 -2.96285  -0.065
60 C 1.62011 1.62303 -1.71471  -0.468
61 O 1.66010 2.16390 -0.58620  -0.025
62 N 0.91006 0.54267 -2.16683  0.043
63 C 1.23179 0.31156 -3.49171  -0.368
64 N 0.82887 -0.74444 -4.15177  0.235
65 H 3.21386 0.14260 -5.41672  0.108
66 H 3.73700 1.82546 -5.07370  0.079
67 H 2.19249 1.54374 -6.05057  0.099
68 H 2.10328 3.32273 -3.15645  0.143
69 H 3.53544 2.37892 -2.71265  0.158
70 H 0.27627 -1.45795 -3.63836  0.131
71 H 0.91058 -0.87806 -5.17862  0.146

**Orbital gap**: 4.05 eV
**HOMO**: -4.4 eV
**2S+1**: 1
**Relative energy (zero: lowest compared OMol25 entry of this formula, charge and spin)**: 55.3 kcal/mol

=====

no.,F_max (hartree/bohr)
1,0.0573
2,0.1217
3,0.0651
4,0.0652
5,0.0545